Formula: C8H8O
Source: the Open Molecules 2025 dataset
Level of theory: ωB97M-V/def2-TZVPD

**E**: -384.77701 Eh
**Max |F|**: 5.00 eV/Å
**SMILES**: C/C=C1\C=CC=CC1=O
**E_HOMO**: -8.60 eV
**Energy relative to the best compared isomer or geometry (same formula, charge and spin)**: 41.7 kcal per mole

CARTESIAN COORDINATES (ANGSTROEM)
C -0.56 -1.47 1.39
C 0.75 -1.92 1.74
C -0.71 -0.83 0.21
C 1.77 -1.89 0.87
C 0.35 -0.56 -0.74
C 1.52 -1.69 -0.62
C 0.35 0.63 -1.45
C -0.53 1.88 -1.30
O 2.14 -2.36 -1.36
H -1.36 -1.55 2.22
H 0.84 -2.24 2.77
H -1.71 -0.33 0.00
H 2.69 -2.34 1.07
H 1.06 0.78 -2.20
H -0.02 2.76 -1.84
H -0.55 1.89 -0.19
H -1.63 1.80 -1.59

Formula: C8H8O
Source: the Open Molecules 2025 dataset
Level of theory: ωB97M-V/def2-TZVPD

**E**: -384.67993 Eh
**Max |F|**: 3.79 eV/Å
**SMILES**: COc1ccc#cc1C
**E_HOMO**: -8.29 eV
**Energy relative to the best compared isomer or geometry (same formula, charge and spin)**: 102.6 kcal per mole

CARTESIAN COORDINATES (ANGSTROEM)
C 0.29 2.64 0.23
C -0.01 2.18 -0.91
C 0.80 1.99 1.35
C 0.60 0.62 1.25
C -0.19 0.83 -1.15
C 0.01 0.02 0.13
C -0.74 0.21 -2.41
C -0.11 -2.30 1.09
O -0.23 -1.35 0.06
H 1.29 2.60 2.17
H 0.87 -0.12 1.96
H -1.54 -0.41 -2.05
H -0.02 -0.41 -2.74
H -0.81 1.02 -3.05
H 0.01 -3.37 0.80
H -0.99 -2.20 1.62
H 0.77 -1.93 1.64

Formula: C8H8O
Source: the Open Molecules 2025 dataset
Level of theory: ωB97M-V/def2-TZVPD

**E**: -384.59020 Eh
**Max |F|**: 3.95 eV/Å
**E_HOMO**: -9.30 eV
**Energy relative to the best compared isomer or geometry (same formula, charge and spin)**: 158.9 kcal per mole

CARTESIAN COORDINATES (ANGSTROEM)
C 3.11 -0.91 -1.81
C -0.80 -0.63 -3.88
C 1.97 -0.52 -1.73
C -0.37 -0.32 -2.78
C -0.66 0.71 0.81
C -0.30 -0.14 -0.17
C -0.81 0.15 2.20
C -0.02 0.30 -1.54
O 0.15 1.66 -1.65
H 3.86 -1.70 -1.88
H -1.01 -0.96 -4.85
H -0.82 1.75 0.75
H -0.09 -1.16 0.24
H -1.92 -0.17 2.30
H -0.01 -0.52 2.23
H -0.67 0.93 2.90
H 0.46 1.89 -0.78

Formula: C8H8O
Source: the Open Molecules 2025 dataset
Level of theory: ωB97M-V/def2-TZVPD

**E**: -384.61538 Eh
**Max |F|**: 3.94 eV/Å
**E_HOMO (alpha / beta)**: -8.68 / -8.68 eV
**Energy relative to the best compared isomer or geometry (same formula, charge and spin)**: 143.1 kcal per mole

CARTESIAN COORDINATES (ANGSTROEM)
C -1.08 0.64 0.63
C -1.40 -0.26 -0.49
C -1.83 1.65 1.08
C 2.09 -0.66 0.78
C 0.84 0.08 -1.46
C 0.71 -0.18 1.13
C -0.24 -0.99 -1.14
C 1.02 -0.78 -0.29
O -2.52 -0.52 -0.81
H -1.49 2.36 1.83
H -2.90 1.80 0.70
H 2.90 0.11 0.71
H 2.47 -1.57 1.19
H 1.39 -0.20 -2.39
H 0.51 1.09 -1.46
H 0.21 -0.84 1.81
H -0.66 -1.74 -1.83

Formula: C8H8O2
Source: the Open Molecules 2025 dataset
Level of theory: ωB97M-V/def2-TZVPD

**E**: -460.00008 Eh
**Max |F|**: 7.39 eV/Å
**SMILES**: C=C(C)C(=O)c1ccco1
**E_HOMO**: -9.23 eV
**Energy relative to the best compared isomer or geometry (same formula, charge and spin)**: 51.9 kcal per mole

CARTESIAN COORDINATES (ANGSTROEM)
C -1.77 1.30 -1.77
C -0.80 0.27 -1.35
C -0.97 -1.02 -1.52
C 0.33 0.86 -0.50
C 0.88 0.13 0.64
C 0.41 -0.92 1.43
C 1.37 -1.16 2.45
C 2.33 -0.19 2.26
H -2.21 1.90 -0.94
H -1.46 2.16 -2.25
H -2.81 0.71 -2.31
H -0.30 -1.79 -1.31
H -1.84 -1.30 -2.16
H -0.73 -1.38 1.20
H 1.39 -1.76 3.19
H 3.27 -0.15 2.75
O 0.82 1.85 -0.91
O 2.07 0.50 1.11

Formula: C8H8O2S
Source: the Open Molecules 2025 dataset
Level of theory: ωB97M-V/def2-TZVPD

**E**: -858.23413 Eh
**Max |F|**: 5.79 eV/Å
**E_HOMO**: -9.22 eV
**Energy relative to the best compared isomer or geometry (same formula, charge and spin)**: 58.7 kcal per mole

CARTESIAN COORDINATES (ANGSTROEM)
C -0.05 1.88 -1.55
C -1.06 1.79 -0.62
C 0.72 0.75 -1.83
C -1.28 0.56 0.07
C 0.62 -0.40 -1.05
C -0.45 -0.45 -0.07
C 0.07 -2.81 0.67
C -0.52 -1.68 0.87
O 1.44 1.73 1.13
O 0.30 0.30 2.73
S 1.34 0.45 1.75
H 0.08 2.85 -2.08
H -1.73 2.56 -0.36
H 1.60 0.99 -2.34
H -2.05 0.81 0.82
H 1.10 -1.32 -1.31
H 0.11 -3.50 1.48
H 0.82 -2.93 -0.09
H -1.06 -1.60 1.78

Formula: C8H8O3
Source: the Open Molecules 2025 dataset
Level of theory: ωB97M-V/def2-TZVPD

**E**: -535.22318 Eh
**Max |F|**: 10.24 eV/Å
**SMILES**: CC(=O)c1ccc(O)cc1O
**E_HOMO**: -8.67 eV
**Energy relative to the best compared isomer or geometry (same formula, charge and spin)**: 105.7 kcal per mole

CARTESIAN COORDINATES (ANGSTROEM)
C 0.65 3.10 -0.66
C -0.17 2.04 0.26
C 0.01 0.66 -0.03
C 0.74 0.24 -1.14
C 0.99 -1.14 -1.40
C 0.37 -2.09 -0.56
C -0.42 -1.70 0.43
C -0.62 -0.37 0.89
H 0.45 3.15 -1.57
H 0.45 4.11 -0.27
H 1.84 2.78 -0.66
H 1.17 1.05 -2.12
H 1.50 -1.27 -2.27
H 1.19 -3.44 -1.46
H -0.92 -2.58 1.20
H -1.60 -0.97 2.28
O -0.86 2.49 1.20
O 0.52 -3.46 -0.80
O -1.33 0.06 1.87

Formula: C8H8O3
Source: the Open Molecules 2025 dataset
Level of theory: ωB97M-V/def2-TZVPD

**E**: -535.22623 Eh
**Max |F|**: 9.57 eV/Å
**E_HOMO**: -9.19 eV
**Energy relative to the best compared isomer or geometry (same formula, charge and spin)**: 103.8 kcal per mole

CARTESIAN COORDINATES (ANGSTROEM)
C 0.71 -1.43 -2.20
C 0.20 -0.40 -1.25
C 0.59 1.00 -1.14
C 0.53 1.73 0.04
C 0.01 1.11 1.18
C -0.64 -0.12 0.95
C -0.67 -0.77 -0.14
C -1.54 -0.84 1.82
H 0.30 -2.69 -2.53
H 0.53 -0.92 -3.26
H 1.86 -1.63 -1.88
H 0.90 1.31 -2.18
H 1.56 3.33 -0.23
H -0.09 1.78 2.10
H -0.99 -1.80 -0.03
H -0.34 -0.33 3.62
O 0.76 3.05 0.28
O -1.14 -0.91 3.32
O -2.55 -1.46 1.53

Formula: C8H8O4
Source: the Open Molecules 2025 dataset
Level of theory: ωB97M-V/def2-TZVPD

**E**: -610.31220 Eh
**Max |F|**: 13.42 eV/Å
**E_HOMO**: -8.77 eV
**Energy relative to the best compared isomer or geometry (same formula, charge and spin)**: 194.9 kcal per mole

CARTESIAN COORDINATES (ANGSTROEM)
C 0.36 -1.51 -0.55
C 1.59 -0.73 -0.18
C 1.70 0.62 0.09
C 0.45 1.57 0.35
C -0.76 0.77 0.17
C -2.15 1.09 0.45
C -2.24 -1.05 -0.24
C -0.91 -0.69 -0.24
H 0.40 -2.66 0.88
H 0.03 -1.88 -1.65
H 2.62 -1.49 -0.93
H 2.74 0.99 -0.32
H 0.80 1.99 1.59
H 0.83 3.37 -0.50
H -2.49 2.25 0.70
H -2.41 -2.05 -0.24
O 0.18 -2.78 0.10
O 1.77 -0.35 1.06
O 0.45 2.48 -0.81
O -2.97 0.06 0.27

Formula: C8H8O4S2
Source: the Open Molecules 2025 dataset
Level of theory: ωB97M-V/def2-TZVPD

**E**: -1406.92028 Eh
**Max |F|**: 4.66 eV/Å
**Net charge**: -2
**E_HOMO**: -0.35 eV
**Energy relative to the best compared isomer or geometry (same formula, charge and spin)**: 0.0 kcal per mole

CARTESIAN COORDINATES (ANGSTROEM)
C -1.31 -0.14 0.23
C -1.14 1.25 0.53
C -0.42 -1.14 0.30
C -2.84 -0.49 -0.26
C 0.26 1.68 1.10
C 1.15 0.57 1.54
C 1.37 -0.37 0.40
C 0.70 -0.36 -2.38
O -1.95 2.17 0.52
O -2.92 -0.64 -1.49
O -0.24 -2.35 0.11
O -3.64 -0.53 0.69
S 2.49 -1.77 0.81
S 1.82 0.49 -1.14
H 0.66 2.18 0.26
H 0.22 2.37 2.08
H 2.13 1.01 1.74
H 0.62 0.02 2.22
H 0.95 -1.43 -2.48
H 0.88 0.32 -3.10
H -0.30 -0.29 -1.96
H 1.51 -2.56 0.28